Record 1
A structure of composition C15H26KN3OSbSe4Si. Source: the Open Molecules 2025 dataset; level of theory: wB97M-V/def2-TZVPD.

Properties
Molecular weight, Da: 769.18
ΔE to the lowest compared entry with this formula, charge and spin, eV: 0.000
Total charge: -1

Positions of all 52 atoms, in Å:
K1 1.14 -0.23 0.30
C1 4.85 1.61 0.06
C2 3.71 2.58 0.09
C3 3.94 3.94 0.01
C4 2.82 4.79 0.03
C5 1.56 4.26 0.14
C6 1.37 2.84 0.21
N1 2.49 2.04 0.19
N2 0.18 2.24 0.30
Si1 -1.36 2.92 0.48
C7 -1.57 3.98 2.02
C8 -2.59 1.51 0.60
C9 -1.93 3.97 -0.99
H1 5.81 2.12 0.18
H2 4.87 1.06 -0.89
H3 4.74 0.87 0.86
H4 4.94 4.33 -0.07
H5 2.95 5.86 -0.03
H6 0.69 4.91 0.15
H7 -1.40 3.39 2.93
H8 -2.58 4.39 2.07
H9 -0.86 4.82 2.04
H10 -2.34 0.85 1.44
H11 -2.57 0.91 -0.32
H12 -3.61 1.86 0.75
H13 -1.29 4.85 -1.14
H14 -2.95 4.32 -0.84
H15 -1.90 3.39 -1.92
O1 0.73 -1.84 -1.71
C10 -0.14 -2.44 -2.32
C11 -1.46 -1.81 -2.69
C12 -2.37 -2.11 -1.47
C13 -2.42 -3.57 -0.98
C14 -1.14 -4.09 -0.29
C15 -0.03 -4.57 -1.25
N3 -0.08 -3.80 -2.51
H16 -1.87 -2.27 -3.59
H17 -1.35 -0.74 -2.83
H18 -3.38 -1.80 -1.73
H19 -2.05 -1.48 -0.64
H20 -2.71 -4.24 -1.81
H21 -3.23 -3.63 -0.26
H22 -1.39 -4.91 0.38
H23 -0.74 -3.31 0.36
H24 -0.17 -5.62 -1.51
H25 0.95 -4.46 -0.79
H26 -0.87 -4.12 -3.07
Se1 2.68 -4.73 5.61
Sb1 0.93 -4.48 3.88
Se2 -0.66 -5.17 5.55
Se3 0.72 -6.64 2.56
Se4 0.96 -2.56 2.43

***

Record 2
An isolated molecule of C15H26N2O2S in a non-equilibrium geometry. Source: the Open Molecules 2025 dataset; level of theory: wB97M-V/def2-TZVPD.

Properties
Molecular weight, Da: 298.45
ΔE to the lowest compared entry with this formula, charge and spin, eV: 1.176

Positions of all 46 atoms, in Å:
C1 -1.74 -2.72 2.17
C2 -2.67 -1.67 1.58
C3 -3.19 -2.09 0.20
C4 -4.21 -1.10 -0.40
C5 -3.61 -0.13 -1.42
C6 -2.57 0.81 -0.82
C7 -2.09 1.85 -1.83
C8 -1.00 2.77 -1.27
C9 0.32 2.05 -1.00
S1 0.57 1.84 0.79
O1 0.69 3.13 1.40
O2 -0.38 0.92 1.34
N1 2.10 1.17 0.88
C10 2.47 0.00 0.23
C11 1.54 -1.02 0.01
C12 1.96 -2.16 -0.65
C13 1.01 -3.29 -0.91
C14 3.30 -2.24 -1.04
C15 4.13 -1.18 -0.76
N2 3.74 -0.08 -0.15
H1 -1.39 -2.41 3.15
H2 -0.87 -2.87 1.54
H3 -2.25 -3.68 2.27
H4 -2.13 -0.72 1.51
H5 -3.52 -1.53 2.25
H6 -2.36 -2.22 -0.49
H7 -3.67 -3.07 0.31
H8 -5.00 -1.67 -0.90
H9 -4.68 -0.53 0.40
H10 -4.42 0.46 -1.85
H11 -3.15 -0.70 -2.24
H12 -1.72 0.23 -0.46
H13 -3.00 1.33 0.04
H14 -1.70 1.34 -2.72
H15 -2.93 2.46 -2.14
H16 -1.34 3.20 -0.33
H17 -0.83 3.58 -1.97
H18 1.18 2.63 -1.32
H19 0.36 1.06 -1.44
H20 2.85 1.83 0.99
H21 0.53 -0.90 0.37
H22 1.13 -4.06 -0.14
H23 1.22 -3.75 -1.87
H24 -0.02 -2.95 -0.89
H25 3.67 -3.12 -1.55
H26 5.18 -1.20 -1.04

***

Record 3
A structure of composition C15H26N6OSSn in a non-equilibrium geometry. Source: the Open Molecules 2025 dataset; level of theory: wB97M-V/def2-TZVPD.

Properties
Molecular weight, Da: 457.19
ΔE to the lowest compared entry with this formula, charge and spin, eV: 3.192
Total charge: +2

Positions of all 50 atoms, in Å:
C1 5.41 -1.10 -0.18
C2 3.95 -1.72 -0.34
C3 2.89 -0.60 0.06
C4 2.72 0.54 -1.01
N1 1.84 0.21 -2.17
C5 0.51 -0.26 -1.80
C6 0.17 -1.64 -2.20
C7 -1.17 -2.27 -1.95
N2 -1.64 -3.50 -2.27
S1 -3.24 -3.59 -1.76
N3 -3.34 -2.06 -1.10
C8 -2.17 -1.36 -1.23
C9 -1.83 0.06 -0.80
C10 -2.99 0.87 -0.10
C11 -3.51 0.16 1.25
N4 -3.69 1.25 2.28
N5 -2.57 -0.83 1.80
N6 -4.83 -0.48 1.10
C12 -0.50 0.63 -1.08
C13 -0.09 2.07 -0.73
C14 0.47 2.34 0.73
C15 -0.17 1.45 1.88
O1 0.34 0.10 1.92
H1 5.94 -1.14 -1.17
H2 5.43 -0.04 0.19
H3 6.01 -1.73 0.54
H4 3.74 -2.13 -1.37
H5 3.86 -2.52 0.45
H6 1.94 -1.11 0.37
H7 3.30 -0.10 0.99
H8 3.75 0.73 -1.45
H9 2.37 1.54 -0.59
H10 2.28 -0.53 -2.71
H11 0.94 -2.25 -2.74
H12 -2.58 1.90 0.15
H13 -3.87 0.93 -0.80
H14 -3.43 0.90 3.21
H15 -4.71 1.38 2.34
H16 -3.03 -1.67 2.14
H17 -1.93 -0.44 2.50
H18 -5.40 -0.03 0.39
H19 -4.76 -1.49 0.94
H20 -0.97 2.75 -0.96
H21 0.75 2.36 -1.49
H22 1.59 2.27 0.84
H23 0.20 3.41 0.98
H24 0.16 1.92 2.86
H25 -1.29 1.51 1.87
H26 1.08 0.14 2.55
Sn1 2.05 3.16 -2.35

***

Record 4
A structure of composition C15H27AlBeBr2CaCl3F3LiN4O9PS2 in a non-equilibrium geometry. Source: the Open Molecules 2025 dataset; level of theory: wB97M-V/def2-TZVPD.

Properties
Molecular weight, Da: 908.68
ΔE to the lowest compared entry with this formula, charge and spin, eV: 15.302
Total charge: +2

Positions of all 70 atoms, in Å:
C1 0.92 0.31 3.55
O1 -0.31 -0.18 2.91
C2 -0.33 0.05 1.46
C3 -0.83 -1.35 0.75
C4 -1.50 -1.32 -0.75
N1 -0.70 -0.63 -1.85
C5 -1.74 -2.97 -0.90
Br1 -0.94 -3.85 -2.53
C6 -0.85 -3.70 0.31
N2 0.10 -2.53 0.65
C7 1.17 -2.77 1.69
C8 2.13 -3.99 1.08
C9 3.64 -4.00 1.73
C10 4.70 -2.96 1.03
N3 4.09 -1.70 0.45
C11 4.26 -0.50 1.36
C12 3.63 0.85 0.67
C13 3.08 0.21 -0.73
C14 3.37 -1.41 -0.85
H1 1.84 0.43 2.84
H2 0.66 1.27 4.18
H3 1.23 -0.52 4.34
H4 0.68 0.41 0.99
H5 -1.14 0.89 1.23
H6 -1.71 -1.79 1.41
H7 -2.58 -0.90 -0.90
H8 0.32 -0.86 -1.80
H9 -1.09 -0.87 -2.80
H10 -2.83 -3.37 -0.78
H11 -1.49 -3.99 1.27
H12 -0.32 -4.70 -0.06
H13 0.61 -2.39 -0.27
H14 1.77 -1.77 1.84
H15 0.68 -3.05 2.72
H16 1.59 -5.00 1.40
H17 2.12 -3.96 -0.09
H18 4.08 -5.09 1.55
H19 3.65 -3.85 2.91
H20 5.38 -3.51 0.24
H21 5.43 -2.60 1.90
H22 4.77 -0.50 2.41
H23 3.64 1.93 1.11
H24 2.53 0.89 -1.55
H25 3.14 -2.19 -1.69
Cl1 -4.53 -0.39 -1.19
F1 2.47 2.27 -2.80
C15 -5.39 -0.65 -5.14
Cl2 -3.76 -0.20 -4.63
Cl3 -6.28 -1.40 -3.82
H26 -5.92 0.25 -5.46
H27 -5.32 -1.35 -5.97
Li1 2.22 0.72 -3.96
N4 1.33 4.33 3.52
S1 1.16 4.68 2.00
O2 1.47 6.05 1.59
O3 0.10 4.02 1.26
F2 2.44 3.91 1.40
S2 0.23 5.02 4.40
O4 0.51 5.00 5.83
O5 -1.17 4.78 4.06
F3 0.40 6.57 4.07
Ca1 -4.08 -4.94 -0.93
Br2 1.62 3.16 -1.18
Al1 -4.98 1.71 -4.22
O6 -5.41 4.86 -2.61
P1 -5.28 6.03 -3.61
O7 -4.76 5.50 -4.95
O8 -4.30 7.07 -3.05
O9 -6.66 6.68 -3.81
Be1 -2.96 3.84 -3.25

***

Record 5
A structure of composition C15H27AsF6HgO15S3 in a non-equilibrium geometry. Source: the Open Molecules 2025 dataset; level of theory: wB97M-V/def2-TZVPD.

Properties
Calculated total energy, eV: -160524.973
Molecular weight, Da: 933.07
Total charge: -2

Positions of all 68 atoms, in Å:
Hg1 1.32 -15.15 17.85
O1 -3.92 -11.97 19.92
C1 -2.91 -11.38 19.30
O2 -2.10 -12.02 18.60
O3 -2.86 -10.18 19.31
H1 -4.57 -11.27 19.90
O4 2.42 -11.77 12.71
C2 2.00 -12.04 13.90
O5 1.91 -11.14 14.66
O6 1.51 -13.17 14.31
H2 2.28 -12.65 12.34
O7 4.61 -11.30 21.92
C3 3.63 -11.16 21.05
O8 3.29 -10.06 20.58
O9 3.03 -12.18 20.58
H3 4.87 -10.38 21.88
As1 2.21 -20.60 15.47
F1 1.48 -21.51 16.84
F2 2.83 -22.22 14.88
F3 2.98 -19.83 14.07
F4 1.74 -18.92 16.11
F5 3.81 -20.37 16.35
F6 0.67 -20.80 14.57
C4 9.34 -13.29 17.07
C5 8.38 -12.20 17.77
C6 7.15 -12.09 16.85
S1 6.94 -13.74 16.17
O10 6.99 -13.68 14.75
O11 5.82 -14.50 16.85
C7 8.46 -14.42 16.81
H4 10.16 -13.61 17.71
H5 9.69 -12.99 16.08
H6 8.79 -11.21 18.00
H7 8.14 -12.52 18.78
H8 7.16 -11.48 15.95
H9 6.22 -11.81 17.33
H10 8.60 -15.10 15.97
H11 8.09 -15.04 17.63
C8 6.52 -18.01 22.46
C9 6.36 -19.40 21.82
C10 4.84 -19.78 21.91
S2 3.79 -18.26 22.15
O12 2.95 -18.45 23.34
O13 3.20 -17.73 20.95
C11 5.18 -17.20 22.59
H12 7.27 -17.48 21.86
H13 6.94 -18.23 23.44
H14 6.96 -20.14 22.34
H15 6.69 -19.35 20.78
H16 4.73 -20.19 22.91
H17 4.45 -20.37 21.09
H18 5.01 -16.52 23.42
H19 5.32 -16.45 21.81
C12 -5.69 -18.97 19.45
C13 -4.51 -19.89 19.04
C14 -3.53 -19.59 20.08
S3 -3.52 -17.74 20.27
O14 -2.57 -17.31 19.23
O15 -3.24 -17.52 21.69
C15 -5.31 -17.54 19.82
H20 -6.11 -19.40 20.36
H21 -6.41 -19.10 18.64
H22 -4.17 -19.52 18.08
H23 -4.70 -20.97 19.04
H24 -2.49 -19.84 19.86
H25 -3.94 -19.92 21.04
H26 -5.33 -16.86 18.96
H27 -5.75 -17.07 20.69

***

Record 6
A cluster of 2 separate species, C15H27B2N2O5 in total in a non-equilibrium geometry. Source: the Open Molecules 2025 dataset; level of theory: wB97M-V/def2-TZVPD.

Properties
Calculated total energy, eV: -30564.204
Molecular weight, Da: 337.01
Total charge: -1

Positions of all 51 atoms, in Å:
C1 5.93 -1.03 1.00
O1 5.62 -2.09 0.11
C2 4.31 -2.62 0.33
C3 3.28 -2.00 -0.66
C4 2.06 -1.45 0.12
B1 1.01 -0.50 -0.75
C5 1.45 -0.19 -2.33
C6 2.31 1.03 -2.39
O2 1.84 2.09 -2.48
O3 3.71 0.92 -2.35
C7 4.27 1.84 -1.49
C8 3.67 2.07 -0.12
O4 5.24 2.38 -1.82
B2 -0.57 -1.12 -0.67
O5 -1.12 -1.88 -1.76
N1 -1.37 -0.83 0.56
C9 -2.25 -1.96 0.95
C10 -2.21 0.34 0.18
H1 6.60 -1.43 1.78
H2 5.04 -0.61 1.48
H3 6.47 -0.25 0.46
H4 4.40 -3.71 0.17
H5 3.99 -2.50 1.37
H6 3.80 -1.27 -1.27
H7 2.91 -2.85 -1.24
H8 1.49 -2.32 0.50
H9 2.39 -0.90 1.02
H10 0.94 0.58 -0.17
H11 0.54 0.10 -2.87
H12 1.86 -1.04 -2.88
H13 3.65 3.14 0.06
H14 2.66 1.68 0.00
H15 4.32 1.60 0.62
H16 -1.66 -1.25 -2.27
H17 -3.26 -1.59 1.14
H18 -2.26 -2.79 0.23
H19 -1.87 -2.36 1.90
H20 -1.61 0.99 -0.46
H21 -2.57 0.87 1.07
H22 -3.06 -0.04 -0.42
N2 -5.08 1.34 1.54
C11 -5.27 2.60 1.16
C12 -6.51 3.15 0.87
C13 -7.62 2.33 0.98
C14 -7.45 1.01 1.36
C15 -6.17 0.57 1.63
H23 -4.37 3.20 1.09
H24 -6.60 4.18 0.57
H25 -8.61 2.72 0.76
H26 -8.30 0.34 1.46
H27 -5.98 -0.46 1.94

***

Record 7
The ion C15H27BF3NOP with charge -1 in a non-equilibrium geometry. Source: the Open Molecules 2025 dataset; level of theory: wB97M-V/def2-TZVPD.

Properties
Calculated total energy, eV: -37636.527
Molecular weight, Da: 336.17
Total charge: -1

Positions of all 49 atoms, in Å:
C1 0.52 -1.93 -3.44
C2 -0.95 -1.94 -2.69
B1 -0.79 -1.88 -1.02
O1 -1.05 -3.15 -0.32
P1 -0.29 -0.21 -0.20
C3 1.18 -1.13 0.58
C4 2.62 -0.31 0.38
C5 2.94 0.76 1.57
C6 3.05 2.30 0.94
C7 4.38 0.38 2.33
C8 -1.71 0.76 -1.04
C9 -1.27 1.68 -2.32
C10 -1.81 3.23 -2.29
F1 -2.23 3.57 -3.70
F2 -0.66 4.10 -1.96
F3 -3.01 3.45 -1.45
C11 -1.45 -0.45 1.30
C12 -3.00 -1.05 1.15
C13 -3.78 -1.11 2.58
C14 -3.16 -0.70 4.03
N1 -1.77 -0.16 4.11
C15 -1.03 -0.05 2.83
H1 1.30 -2.50 -2.74
H2 0.53 -2.50 -4.46
H3 0.86 -0.81 -3.64
H4 -1.46 -2.97 -3.00
H5 -1.65 -1.10 -3.11
H6 -1.99 -3.45 -0.55
H7 0.22 1.03 0.35
H8 0.56 0.01 -1.37
H9 1.33 -2.13 -0.06
H10 1.04 -1.50 1.68
H11 3.49 -1.13 0.42
H12 2.67 0.22 -0.67
H13 2.15 0.81 2.43
H14 4.17 2.58 0.73
H15 2.54 3.05 1.70
H16 2.36 2.33 -0.03
H17 4.22 -0.69 2.79
H18 4.44 1.12 3.26
H19 5.31 0.46 1.62
H20 -2.52 -0.02 -1.41
H21 -2.25 1.37 -0.17
H22 -1.77 1.18 -3.28
H23 -0.12 1.72 -2.53
H24 -3.50 -1.36 0.13
H25 -4.91 -1.50 2.57
H26 -3.80 -0.77 5.03
H27 0.07 0.41 2.93

***

Record 8
A structure of composition C15H27BMgN4S5Si. Source: the Open Molecules 2025 dataset; level of theory: wB97M-V/def2-TZVPD.

Properties
Molecular weight, Da: 486.95
ΔE to the lowest compared entry with this formula, charge and spin, eV: 1.223
Total charge: -2

Positions of all 54 atoms, in Å:
Mg1 -0.75 -0.26 -1.81
C1 -5.38 -0.55 3.24
Si1 -3.52 -0.95 3.09
C2 -3.44 -2.82 2.89
C3 -2.69 -0.53 4.75
C4 -2.84 0.25 1.81
C5 -3.00 1.61 2.02
C6 -2.58 2.55 1.09
C7 -2.00 2.08 -0.07
N1 -1.81 0.79 -0.31
C8 -2.17 -0.14 0.60
S1 -1.77 -1.74 0.20
H1 -5.86 -1.14 4.02
H2 -5.89 -0.76 2.30
H3 -5.54 0.51 3.47
H4 -3.95 -3.33 3.72
H5 -2.40 -3.16 2.85
H6 -3.90 -3.12 1.95
H7 -3.07 -1.16 5.56
H8 -2.86 0.51 5.03
H9 -1.61 -0.68 4.68
H10 -3.47 1.95 2.94
H11 -2.70 3.61 1.26
H12 -1.69 2.75 -0.87
S2 -2.83 0.22 -5.81
C9 -1.90 0.08 -4.42
S3 -1.37 1.47 -3.54
S4 -1.44 -1.48 -3.82
C10 3.33 -2.35 -3.14
N2 3.68 -1.10 -2.49
C11 3.99 -1.31 -1.08
C12 3.14 0.06 -2.98
S5 2.25 0.10 -4.39
N3 3.46 1.23 -2.35
C13 4.65 1.46 -1.57
C14 2.62 2.41 -2.52
H13 3.99 -3.13 -2.77
H14 3.44 -2.25 -4.22
H15 2.29 -2.62 -2.94
H16 3.24 -1.97 -0.63
H17 3.97 -0.39 -0.51
H18 4.97 -1.78 -0.99
H19 5.41 0.71 -1.81
H20 4.45 1.46 -0.50
H21 5.05 2.44 -1.84
H22 1.62 2.12 -2.83
H23 3.04 3.08 -3.29
H24 2.56 2.93 -1.57
B1 2.10 0.49 1.73
C15 1.41 0.19 0.35
N4 0.95 -0.02 -0.68
H25 2.49 -0.56 2.20
H26 3.03 1.25 1.52
H27 1.27 1.01 2.45

***

Copy entry 7 word for word.
The ion C15H27BF3NOP with charge -1 in a non-equilibrium geometry. Source: the Open Molecules 2025 dataset; level of theory: wB97M-V/def2-TZVPD.

Properties
Calculated total energy, eV: -37636.527
Molecular weight, Da: 336.17
Total charge: -1

Positions of all 49 atoms, in Å:
C1 0.52 -1.93 -3.44
C2 -0.95 -1.94 -2.69
B1 -0.79 -1.88 -1.02
O1 -1.05 -3.15 -0.32
P1 -0.29 -0.21 -0.20
C3 1.18 -1.13 0.58
C4 2.62 -0.31 0.38
C5 2.94 0.76 1.57
C6 3.05 2.30 0.94
C7 4.38 0.38 2.33
C8 -1.71 0.76 -1.04
C9 -1.27 1.68 -2.32
C10 -1.81 3.23 -2.29
F1 -2.23 3.57 -3.70
F2 -0.66 4.10 -1.96
F3 -3.01 3.45 -1.45
C11 -1.45 -0.45 1.30
C12 -3.00 -1.05 1.15
C13 -3.78 -1.11 2.58
C14 -3.16 -0.70 4.03
N1 -1.77 -0.16 4.11
C15 -1.03 -0.05 2.83
H1 1.30 -2.50 -2.74
H2 0.53 -2.50 -4.46
H3 0.86 -0.81 -3.64
H4 -1.46 -2.97 -3.00
H5 -1.65 -1.10 -3.11
H6 -1.99 -3.45 -0.55
H7 0.22 1.03 0.35
H8 0.56 0.01 -1.37
H9 1.33 -2.13 -0.06
H10 1.04 -1.50 1.68
H11 3.49 -1.13 0.42
H12 2.67 0.22 -0.67
H13 2.15 0.81 2.43
H14 4.17 2.58 0.73
H15 2.54 3.05 1.70
H16 2.36 2.33 -0.03
H17 4.22 -0.69 2.79
H18 4.44 1.12 3.26
H19 5.31 0.46 1.62
H20 -2.52 -0.02 -1.41
H21 -2.25 1.37 -0.17
H22 -1.77 1.18 -3.28
H23 -0.12 1.72 -2.53
H24 -3.50 -1.36 0.13
H25 -4.91 -1.50 2.57
H26 -3.80 -0.77 5.03
H27 0.07 0.41 2.93